(1)
DFT (the ωB97M-V functional and the def2-TZVPD basis) results for C8H10F12N2O10S4Zn as an isolated structure at a distorted geometry.

Each line ends with the natural charge from an NBO analysis.
Cartesian coordinates (Å):
O: -0.133 0.506 4.592  -0.81
S: -0.408 0.855 3.140  2.03
O: -1.109 -1.812 3.890  -0.86
C: 0.466 -1.304 -2.346  -0.12
C: 1.637 -2.058 3.413  0.76
F: -2.844 1.627 -0.558  -0.31
H: 3.008 -1.910 -1.941  0.19
S: 2.013 2.116 -0.922  2.08
H: -0.470 -2.930 -1.314  0.21
C: -2.293 2.195 -1.583  0.76
F: 3.187 2.546 -3.341  -0.30
Zn: 0.275 -0.042 0.110  1.73
N: -0.142 -0.441 1.915  -1.34
F: -2.347 2.421 2.184  -0.28
F: -3.028 3.118 -2.059  -0.29
F: -2.196 1.353 -2.627  -0.34
C: -0.745 -1.981 -1.774  -0.10
O: -0.112 3.571 -2.368  -0.92
H: -3.164 -1.175 -1.242  0.19
H: -2.845 -0.656 0.379  0.22
C: 2.508 1.570 -2.789  0.82
O: 2.702 1.221 0.005  -0.91
S: -0.541 2.918 -1.151  2.20
H: -1.389 -2.066 -2.649  0.21
C: -2.196 1.362 2.988  0.77
H: 2.998 -1.843 -0.174  0.24
O: 2.192 3.566 -0.847  -0.83
F: 1.433 1.534 -3.499  -0.29
O: -0.742 3.743 -0.002  -0.89
H: 1.095 -1.685 -3.150  0.23
N: 0.299 1.600 -0.876  -1.39
F: -2.687 1.643 4.188  -0.29
F: -2.899 0.350 2.543  -0.31
O: 0.231 2.097 2.630  -0.87
S: -0.223 -1.776 2.735  2.19
C: 2.392 -2.060 -1.053  -0.24
F: 3.217 0.484 -2.780  -0.30
F: 1.596 -3.212 4.089  -0.30
O: -1.212 -1.095 -0.732  -0.64
H: -2.700 -2.413 -0.014  0.21
O: -0.324 -2.873 1.791  -0.95
F: 2.603 -2.138 2.382  -0.35
F: 1.952 -1.086 4.271  -0.30
H: 1.967 -3.062 -1.124  0.20
H: 0.237 -0.331 -2.782  0.23
O: 1.288 -1.054 -1.179  -0.69
C: -2.550 -1.393 -0.368  -0.26

Atoms 1-6, force components in eV/Å:
-1.1 0.8 -5.1
3.2 3.5 2.7
1.3 0.5 -1.9
0.9 1.2 0.6
-0.7 0.2 -0.2
-0.7 -0.9 1.2

Results
ΔE to the lowest compared entry with this formula, charge and spin = 70.4 kcal/mol
max |F| = 5.463 eV/Å
DFT total energy = -156276.9747 eV
HOMO = -10.815 eV
orbital gap = 10.5 eV

(2)
DFT (the ωB97M-V functional and the def2-TZVPD basis) results for C8H10F12N2O14S4Zr as an isolated structure at a distorted geometry.

Each line ends with the natural charge from an NBO analysis.
Cartesian coordinates (Å):
O: 1.720 2.144 3.621  -0.88
F: -0.304 3.995 3.659  -0.28
O: -3.385 -2.163 -2.239  -0.88
S: 2.015 2.609 0.711  2.23
O: -1.578 1.328 -0.227  -0.73
C: 3.688 1.961 1.290  0.76
S: -0.538 -1.811 -2.880  2.23
F: -1.736 -3.412 0.905  -0.33
F: -1.777 -4.357 -1.019  -0.28
H: 0.777 -4.088 1.798  0.26
F: 3.535 0.943 2.137  -0.29
H: -1.028 3.936 -1.663  0.26
F: 4.321 2.956 1.860  -0.28
O: -3.208 -1.012 -0.078  -0.93
F: -2.539 -0.278 -3.797  -0.29
C: -0.745 2.975 2.959  0.76
O: 1.098 -2.261 -0.123  -0.74
O: 1.801 3.837 1.382  -0.89
O: -0.929 -3.124 -3.237  -0.88
N: -1.058 -1.327 -1.345  -1.30
H: -1.704 2.968 -2.953  0.25
H: 2.431 0.892 -1.386  0.55
H: 3.005 -0.481 -0.880  0.53
O: -1.255 -0.785 1.546  -0.95
O: 0.069 0.446 3.330  -0.93
O: 2.106 2.613 -0.714  -0.92
Zr: 0.196 -0.173 0.023  2.44
C: -1.294 -0.597 -4.083  0.75
S: -2.627 -1.858 -1.081  2.24
N: 0.877 1.484 1.211  -1.30
H: 2.514 -4.170 1.406  0.25
O: 1.626 -1.115 1.598  -0.74
O: 2.197 0.035 -0.976  -0.94
H: -0.876 -1.190 2.343  0.54
H: -2.216 -0.719 1.659  0.56
F: -1.218 -1.195 -5.264  -0.30
H: 1.941 -3.314 2.866  0.24
F: -1.075 3.382 1.743  -0.30
S: 0.619 1.688 2.851  2.22
O: 0.849 -1.511 -2.935  -0.90
F: -3.633 -4.004 0.013  -0.30
O: -0.031 1.390 -1.709  -0.75
F: -1.809 2.426 3.536  -0.30
C: 1.723 -3.553 1.826  -0.72
H: -2.701 3.254 -1.481  0.24
C: -1.102 1.908 -1.243  0.82
F: 4.348 1.529 0.211  -0.32
C: -2.425 -3.524 -0.253  0.74
F: -0.541 0.494 -4.107  -0.29
C: -1.703 3.104 -1.873  -0.72
C: 1.579 -2.277 1.064  0.81

Atoms 1-6, force components in eV/Å:
0.4 1.0 -0.5
-0.1 0.1 0.3
0.2 0.0 -0.4
-0.4 -0.1 -0.2
-0.2 -0.1 0.5
-0.9 -0.5 0.2

Results
ΔE to the lowest compared entry with this formula, charge and spin = 0.0 kcal/mol
max |F| = 3.719 eV/Å
DFT total energy = -117338.1857 eV
HOMO = -11.296 eV
orbital gap = 10.3 eV